(1)
This record from the Open Molecules 2025 dataset describes a single C3H3N3O molecule. The level of theory is the ωB97M-V functional and the def2-TZVPD basis.

The geometry in ORCA input format:
```
! wB97M-V def2-TZVPD RIJCOSX def2/J DEFGRID3
* xyz 0 1
C -0.12 -0.92 0.29
H 0.14 -1.97 0.27
O -2.53 -0.80 0.89
H 2.62 0.62 -0.51
N 2.12 -0.18 -0.11
C 0.88 0.06 -0.12
N 0.42 1.38 -0.58
H -1.37 0.89 -0.17
C -1.40 -0.75 0.57
N -0.77 1.68 -0.52
*
```

Energy above the lowest of the compared OMol25 structures with the same formula, charge and spin ... 3.1422 eV
Structure (SMILES) ... [H]/N=N\C(C=C=O)=N/[H]
Largest force on an atom ... 0.0190 Eh/bohr
Gap between HOMO and LUMO ... 9.33 eV

Mulliken atomic charge list, values in e, 8 entries:
1. C -0.69
2. H 0.32
3. O -0.36
4. H 0.31
5. N -0.60
6. C 0.59
7. N -0.04
8. H 0.29

=====

(2)
This record from the Open Molecules 2025 dataset describes a single C3H3N3O molecule. The level of theory is the ωB97M-V functional and the def2-TZVPD basis.

The geometry in ORCA input format:
```
! wB97M-V def2-TZVPD RIJCOSX def2/J DEFGRID3
* xyz 0 1
N 1.61 -0.81 -0.21
H -1.82 1.65 0.25
C 1.13 -0.20 -1.34
H 0.51 -1.21 1.51
N -0.27 0.25 0.12
O -1.87 0.26 1.75
C -1.42 0.76 0.75
H 1.45 -0.61 -2.28
C 0.66 -0.60 0.64
N 0.03 0.51 -1.19
*
```

Energy above the lowest of the compared OMol25 structures with the same formula, charge and spin ... 1.0788 eV
Structure (SMILES) ... O=Cn1cncn1
Largest force on an atom ... 0.0231 Eh/bohr
Gap between HOMO and LUMO ... 10.61 eV

Mulliken atomic charge list, values in e, 8 entries:
1. N -0.52
2. H 0.36
3. C -0.07
4. H 0.37
5. N 0.54
6. O -0.46
7. C 0.17
8. H 0.35

=====

(3)
This record from the Open Molecules 2025 dataset describes a single C3H3N3O molecule. The level of theory is the ωB97M-V functional and the def2-TZVPD basis.

The geometry in ORCA input format:
```
! wB97M-V def2-TZVPD RIJCOSX def2/J DEFGRID3
* xyz 0 1
N 1.26 -0.50 -1.17
C -0.01 -0.40 -0.88
O -2.52 -0.24 0.03
N -0.24 0.16 0.34
N 1.08 0.47 0.90
C -1.66 0.26 0.71
C 1.86 0.04 -0.06
H -1.91 0.83 1.61
H 2.95 0.11 0.03
H -0.82 -0.72 -1.51
*
```

Energy above the lowest of the compared OMol25 structures with the same formula, charge and spin ... 1.1763 eV
Structure (SMILES) ... O=Cn1cncn1
Largest force on an atom ... 0.0420 Eh/bohr
Gap between HOMO and LUMO ... 10.87 eV

Mulliken atomic charge list, values in e, 8 entries:
1. N -0.56
2. C 0.01
3. O -0.45
4. N 0.42
5. N -0.73
6. C 0.14
7. C -0.04
8. H 0.39

=====

LUMO readings, ordered: -0.6 0.0 0.0 eV